No. 1
{
  "formula": "C16H19NO2S",
  "method": "ωB97M-V/def2-TZVPD",
  "symbols": ["C", "C", "O", "C", "C", "C", "C", "N", "C", "C", "C", "C", "C", "C", "S", "C", "C", "C", "C", "O", "H", "H", "H", "H", "H", "H", "H", "H", "H", "H", "H", "H", "H", "H", "H", "H", "H", "H", "H"],
  "positions_angstrom": [[2.056, 2.868, 0.792], [3.206, 2.063, 1.477], [3.807, 1.145, 0.677], [2.959, -0.086, 0.337], [1.715, -0.598, 0.760], [0.977, -1.655, 0.527], [-0.288, -1.830, 1.092], [-1.452, -1.550, 0.085], [-1.690, -0.280, -0.138], [-0.632, 0.233, -1.011], [-0.941, 1.601, -1.496], [-1.996, 2.418, -1.396], [-3.099, 1.727, -0.458], [-2.883, 0.415, -0.147], [-4.251, -0.271, 1.055], [-5.258, -0.697, -0.410], [1.524, -2.484, -0.337], [2.815, -1.987, -1.172], [3.435, -0.837, -0.723], [4.723, -0.564, -1.179], [1.650, 3.677, 1.161], [1.174, 2.253, 0.671], [2.433, 3.344, -0.168], [2.592, 1.589, 2.404], [3.931, 2.924, 1.793], [1.203, 0.055, 1.654], [-0.412, -3.028, 1.051], [-0.370, -1.415, 2.071], [-2.293, -1.746, 0.598], [0.287, -0.151, -1.223], [-0.226, 2.090, -2.075], [-2.242, 3.459, -1.763], [-4.002, 1.982, -0.377], [-4.801, -1.431, -0.975], [-6.109, -1.137, -0.261], [-5.484, 0.113, -0.992], [1.126, -3.425, -0.962], [3.197, -2.515, -1.915], [4.910, 0.507, -0.734]],
  "forces_ev_per_a": [[2.51, -3.61, -3.86], [-3.10, 3.42, 3.25], [-1.71, -4.12, -1.29], [-1.09, 0.41, -0.11], [1.99, 8.95, 6.17], [0.86, -1.48, -1.26], [-4.10, -5.06, -1.25], [-0.01, -3.33, 4.21], [4.66, 3.79, -6.33], [-6.11, 5.90, 1.47], [2.35, -1.72, -0.29], [-5.89, -1.43, 4.25], [9.42, -1.11, -4.74], [-1.68, 0.24, 4.03], [0.84, 0.27, -2.28], [3.51, 0.92, 1.20], [4.72, -2.84, -8.60], [-5.40, 1.49, 6.66], [3.11, -0.67, -0.71], [-0.45, 4.85, 1.74], [-1.37, 4.29, 3.50], [-0.01, -0.50, -0.83], [-0.45, -1.27, 0.48], [2.20, 0.78, -1.58], [-0.67, -2.29, -0.22], [1.35, -1.13, -2.13], [0.12, 2.57, 1.13], [-0.59, 0.41, 0.64], [-0.56, -1.83, 0.66], [1.94, -1.31, -0.55], [1.90, 0.19, -1.12], [0.96, -1.57, 0.27], [-6.92, 3.03, 0.90], [1.72, -1.19, -1.33], [-5.18, -2.28, 2.04], [-0.11, 2.34, -1.38], [0.29, 2.03, 2.32], [1.59, -2.47, -3.09], [-0.65, -4.68, -1.97]],
  "lowdin_charge": [-0.08, -0.30, -0.10, -0.07, -0.04, -0.44, -0.10, 0.04, -0.36, 0.07, -0.13, -0.03, -0.03, -0.39, 0.85, -0.37, 0.04, 0.08, -0.31, -0.02, 0.00, 0.05, 0.11, 0.15, 0.15, 0.17, 0.17, 0.12, 0.06, 0.06, 0.07, 0.11, 0.00, 0.03, -0.03, 0.02, 0.16, 0.05, 0.24],
  "de_lowest_kj_mol": 984.8,
  "orbital_gap_ha": 0.3124,
  "e_tot_ev": -33310.80840,
  "smiles": "CCOc1cc(CNc2ccccc2SC)ccc1O"
}

No. 2
{
  "formula": "C62H44CdN9",
  "method": "ωB97M-V/def2-TZVPD",
  "symbols": ["Cd", "C", "C", "C", "C", "C", "C", "C", "C", "C", "C", "C", "N", "C", "C", "C", "C", "C", "C", "C", "C", "C", "C", "C", "C", "C", "N", "C", "C", "C", "C", "C", "C", "C", "C", "C", "C", "C", "C", "N", "C", "C", "N", "C", "C", "C", "C", "C", "C", "H", "H", "H", "H", "H", "H", "H", "H", "H", "H", "H", "H", "H", "H", "H", "H", "H", "H", "H", "H", "H", "H", "H", "H", "H", "H", "H", "H", "N", "C", "C", "C", "C", "C", "C", "C", "C", "C", "C", "C", "C", "H", "H", "H", "H", "H", "H", "H", "H", "H", "H", "N", "C", "C", "N", "C", "C", "N", "C", "C", "N", "H", "H", "H", "H", "H", "H"],
  "positions_angstrom": [[-0.252, 0.532, 0.179], [-2.568, 2.619, -7.403], [-3.443, 2.820, -6.345], [-3.098, 2.410, -5.065], [-1.875, 1.790, -4.823], [-1.008, 1.582, -5.893], [-1.348, 1.997, -7.172], [-1.488, 1.371, -3.447], [-1.824, 0.030, -3.019], [-3.015, -0.686, -3.063], [-2.836, -1.890, -2.345], [-1.520, -1.918, -1.932], [-0.939, -0.756, -2.323], [-0.602, -2.659, -0.977], [-1.323, -2.365, 0.342], [-2.243, -3.182, 1.034], [-2.725, -2.432, 2.091], [-2.124, -1.151, 2.001], [-2.325, -0.050, 2.875], [-2.981, -0.328, 4.175], [-4.065, 0.436, 4.608], [-4.641, 0.213, 5.849], [-4.145, -0.782, 6.680], [-3.079, -1.562, 6.254], [-2.505, -1.340, 5.012], [-1.901, 1.266, 2.655], [-1.393, 1.736, 1.469], [-0.923, 2.985, 1.659], [-0.338, 3.755, 0.602], [0.396, 4.994, 0.936], [-0.105, 6.007, 1.761], [0.689, 7.073, 2.157], [1.998, 7.184, 1.711], [2.491, 6.229, 0.830], [1.705, 5.153, 0.455], [-0.367, 3.360, -0.755], [-0.240, 4.310, -1.858], [-0.594, 3.665, -2.988], [-0.909, 2.293, -2.616], [-0.705, 2.145, -1.254], [-1.134, 3.351, 3.040], [-1.767, 2.302, 3.642], [-1.286, -1.150, 0.904], [-0.434, -4.143, -1.239], [-0.466, -4.642, -2.537], [-0.195, -5.979, -2.787], [0.117, -6.839, -1.743], [0.150, -6.351, -0.445], [-0.125, -5.015, -0.196], [-2.833, 2.948, -8.400], [-4.396, 3.305, -6.516], [-3.774, 2.579, -4.235], [-0.052, 1.104, -5.713], [-0.659, 1.836, -7.992], [-3.938, -0.344, -3.506], [-3.596, -2.630, -2.153], [-2.514, -4.195, 0.782], [-3.451, -2.740, 2.827], [-4.456, 1.204, 3.953], [-5.480, 0.817, 6.172], [-4.588, -0.950, 7.654], [-2.691, -2.342, 6.896], [-1.669, -1.943, 4.679], [-1.141, 5.972, 2.073], [0.283, 7.829, 2.820], [2.624, 8.004, 2.041], [3.502, 6.318, 0.446], [2.101, 4.397, -0.212], [0.011, 5.353, -1.747], [-0.670, 4.069, -3.986], [-0.844, 4.275, 3.510], [-2.062, 2.231, 4.677], [-0.683, -3.970, -3.359], [-0.218, -6.353, -3.804], [0.349, -7.879, -1.941], [0.406, -7.009, 0.376], [-0.095, -4.638, 0.818], [1.697, -2.701, 1.656], [2.590, -3.499, 1.008], [3.412, -4.344, 1.768], [4.248, -5.267, 1.172], [4.263, -5.378, -0.209], [3.481, -4.518, -0.965], [2.664, -3.535, -0.405], [2.056, -2.525, -1.325], [2.880, -2.205, -2.411], [2.309, -1.719, -3.621], [1.089, -1.151, -3.632], [0.510, -0.808, -2.291], [0.766, -1.920, -1.246], [1.831, -2.539, 2.638], [1.295, -1.943, 1.130], [3.359, -4.273, 2.850], [4.888, -5.895, 1.782], [4.881, -6.123, -0.695], [3.488, -4.613, -2.043], [3.910, -2.541, -2.415], [2.839, -1.897, -4.552], [0.525, -0.924, -4.531], [0.915, 0.166, -1.984], [3.879, 2.183, 0.863], [3.944, 2.248, -0.507], [2.819, 1.632, -0.955], [2.070, 1.197, 0.102], [2.727, 1.540, 1.195], [2.303, 1.268, 2.545], [1.201, 0.632, 2.861], [1.163, 0.584, 4.222], [2.261, 1.199, 4.748], [2.987, 1.636, 3.669], [4.540, 2.601, 1.491], [4.768, 2.705, -1.023], [2.512, 1.476, -1.976], [0.340, 0.123, 4.744], [2.577, 1.370, 5.762], [3.858, 2.130, 3.721]],
  "forces_ev_per_a": [[0.96, -0.57, -0.88], [-0.01, 0.01, 0.01], [-0.06, 0.01, -0.05], [0.03, 0.01, 0.06], [0.04, -0.02, -0.10], [0.00, -0.02, -0.04], [0.01, -0.01, -0.03], [0.23, 0.41, 0.25], [-0.09, -0.32, 0.00], [0.07, 0.20, -0.07], [0.07, -0.30, -0.08], [-0.09, 0.15, 0.01], [-0.15, 0.06, 0.05], [0.19, 0.10, -0.02], [0.07, 0.11, 0.20], [-0.04, -0.04, 0.07], [-0.04, 0.08, -0.08], [-0.10, 0.05, 0.13], [0.29, 0.27, -0.27], [-0.07, -0.03, 0.15], [0.03, -0.04, -0.07], [-0.01, -0.01, 0.06], [-0.02, 0.01, 0.00], [0.01, -0.02, 0.04], [0.02, 0.05, 0.00], [-0.20, -0.28, 0.33], [-0.34, 0.99, 0.64], [-0.22, -0.31, 0.01], [0.06, -0.06, -0.36], [0.16, 0.03, 0.02], [-0.05, 0.01, -0.08], [0.02, 0.03, 0.02], [0.02, 0.00, 0.00], [0.04, 0.05, 0.00], [-0.08, 0.01, 0.11], [-0.28, -0.08, 0.39], [0.04, 0.04, -0.39], [0.19, 0.26, 0.22], [-0.36, -0.44, -0.38], [0.19, 0.45, 0.05], [-0.01, 0.03, 0.10], [0.09, 0.01, -0.06], [0.05, -1.04, 0.04], [-0.12, -0.04, 0.15], [0.01, 0.01, -0.06], [0.02, -0.02, -0.02], [0.04, -0.05, 0.03], [0.02, -0.04, -0.04], [-0.06, 0.01, -0.06], [-0.01, -0.01, 0.00], [0.01, 0.00, 0.01], [0.01, 0.00, 0.00], [-0.02, -0.01, 0.03], [0.00, 0.00, 0.01], [0.03, 0.05, 0.00], [0.05, -0.04, 0.07], [0.04, 0.01, 0.01], [0.01, 0.01, 0.01], [0.02, 0.02, 0.00], [0.00, 0.00, -0.02], [-0.01, -0.01, -0.01], [0.01, 0.00, -0.02], [-0.01, 0.00, -0.01], [0.01, -0.08, 0.07], [-0.03, 0.00, -0.02], [-0.02, 0.02, -0.04], [-0.01, -0.01, 0.00], [0.05, -0.05, 0.01], [-0.01, 0.00, -0.02], [-0.02, 0.01, 0.01], [0.00, 0.02, 0.02], [-0.01, 0.03, 0.00], [0.01, 0.03, 0.03], [0.00, 0.03, 0.00], [-0.03, 0.00, 0.00], [0.01, 0.01, 0.00], [0.09, 0.02, 0.00], [-0.39, 0.40, 0.22], [0.25, -0.42, -0.35], [-0.06, -0.02, 0.04], [0.01, 0.03, -0.04], [0.07, -0.08, -0.02], [-0.04, -0.17, 0.00], [0.02, -0.03, 0.22], [-0.39, 0.27, -0.16], [0.21, 0.09, 0.18], [-0.01, 0.10, -0.09], [-0.16, 0.05, -0.06], [0.39, -0.14, -0.01], [-0.05, -0.11, 0.03], [0.04, 0.09, 0.01], [-0.19, 0.21, -0.14], [0.02, 0.01, -0.01], [-0.06, -0.03, 0.03], [-0.02, 0.01, -0.01], [-0.02, 0.02, 0.05], [-0.04, 0.06, 0.02], [0.01, 0.00, -0.01], [0.02, -0.06, 0.00], [-0.11, 0.01, 0.05], [-0.14, -0.10, 0.12], [0.02, 0.01, -0.06], [0.00, 0.04, -0.30], [-0.05, 0.00, 0.63], [0.21, 0.18, -0.75], [-0.26, -0.11, 0.66], [0.10, -0.07, -0.44], [-0.06, -0.03, 0.17], [-0.06, -0.03, 0.05], [0.02, 0.02, -0.19], [0.03, -0.01, 0.04], [-0.01, -0.01, 0.01], [-0.02, -0.03, 0.03], [0.00, 0.01, -0.02], [0.01, 0.01, -0.02], [0.01, 0.04, 0.00]],
  "lowdin_charge": [1.45, -0.11, -0.09, -0.03, -0.20, -0.02, -0.09, -0.08, -0.18, -0.01, -0.01, -0.18, 0.00, -0.21, -0.25, -0.04, -0.03, -0.26, -0.07, -0.19, -0.04, -0.09, -0.11, -0.09, -0.04, -0.29, -0.02, -0.26, -0.11, -0.19, -0.05, -0.10, -0.12, -0.10, -0.05, -0.28, -0.01, 0.00, -0.25, 0.01, -0.03, -0.04, 0.00, -0.14, -0.01, -0.09, -0.11, -0.08, -0.05, 0.09, 0.10, 0.12, 0.11, 0.10, 0.10, 0.10, 0.10, 0.10, 0.12, 0.10, 0.09, 0.10, 0.12, 0.11, 0.10, 0.09, 0.09, 0.10, 0.11, 0.11, 0.08, 0.10, 0.12, 0.09, 0.09, 0.10, 0.10, 0.14, -0.28, -0.06, -0.12, -0.12, -0.06, -0.12, -0.17, -0.11, -0.14, -0.06, -0.28, -0.09, 0.09, 0.05, 0.10, 0.09, 0.09, 0.11, 0.08, 0.09, 0.08, 0.07, 0.11, -0.08, -0.12, 0.07, -0.26, -0.28, 0.12, -0.13, -0.09, 0.11, 0.15, 0.11, 0.11, 0.10, 0.11, 0.14],
  "de_lowest_kj_mol": 274.3,
  "orbital_gap_ha": 0.1749,
  "e_tot_ev": -82985.20208,
  "charge": -1
}

- Which formula does entry 1 have?
  C16H19NO2S